1.
Computed, not measured: a 10-piece molecular cluster, C25H55N5O20S5 overall, with ωB97M-V/def2-TZVPD.

Electronic energy = -129375.89980 eV
Highest occupied orbital energy = -9.784 eV
Gap between HOMO and LUMO = 9.29 eV
LUMO energy = -0.49 eV
SMILES = C[N+](=O)[O-].C[N+](=O)[O-].C[N+](=O)[O-].C[N+](=O)[O-].C[N+](=O)[O-].O=S1(=O)CCCC1.O=S1(=O)CCCC1.O=S1(=O)CCCC1.O=S1(=O)CCCC1.O=S1(=O)CCCC1

Atoms and positions in Å:
1 C 0.56 3.18 4.12
2 N 1.19 2.00 3.51
3 O 1.71 1.14 4.22
4 O 1.18 1.93 2.29
5 H 1.06 3.25 5.09
6 H -0.51 3.00 4.19
7 H 0.81 4.08 3.56
8 C -4.04 2.12 -1.26
9 N -3.85 3.51 -1.53
10 O -4.82 4.23 -1.42
11 O -2.70 3.85 -1.79
12 H -5.03 1.78 -1.57
13 H -3.91 2.06 -0.18
14 H -3.28 1.53 -1.79
15 C 0.54 5.17 -0.85
16 N 0.28 4.69 0.50
17 O 1.28 4.75 1.25
18 O -0.75 4.15 0.85
19 H 1.14 4.42 -1.36
20 H 1.12 6.07 -0.70
21 H -0.46 5.37 -1.25
22 C 5.50 0.77 -3.98
23 N 4.02 0.51 -4.12
24 O 3.35 1.26 -4.82
25 O 3.55 -0.33 -3.43
26 H 5.83 1.22 -4.91
27 H 6.03 -0.16 -3.78
28 H 5.65 1.55 -3.23
29 C 2.62 -1.67 2.64
30 N 3.69 -1.66 1.56
31 O 4.80 -1.24 1.81
32 O 3.52 -2.22 0.54
33 H 3.17 -1.66 3.58
34 H 1.95 -2.52 2.62
35 H 1.94 -0.86 2.38
36 C 3.66 -5.53 -2.40
37 C 2.64 -4.44 -2.74
38 C 1.52 -4.49 -1.74
39 S 1.29 -6.28 -1.33
40 O 0.24 -6.89 -2.16
41 O 1.37 -6.48 0.13
42 C 2.88 -6.83 -2.04
43 H 4.26 -5.15 -1.58
44 H 4.26 -5.58 -3.31
45 H 2.27 -4.58 -3.75
46 H 3.15 -3.48 -2.70
47 H 0.58 -4.02 -2.03
48 H 1.91 -4.01 -0.84
49 H 2.68 -7.27 -3.01
50 H 3.37 -7.52 -1.36
51 C 5.01 1.47 -0.16
52 C 4.13 2.74 -0.39
53 C 4.89 4.02 0.19
54 S 6.09 3.30 1.37
55 O 5.88 3.92 2.70
56 O 7.43 3.32 0.74
57 C 5.54 1.53 1.29
58 H 5.89 1.50 -0.81
59 H 4.46 0.57 -0.46
60 H 3.20 2.75 0.17
61 H 3.70 2.78 -1.39
62 H 4.12 4.49 0.80
63 H 5.31 4.76 -0.49
64 H 4.82 1.43 2.10
65 H 6.36 0.83 1.44
66 C -0.17 1.30 -0.73
67 C 0.88 0.75 -1.62
68 C 1.36 -0.61 -0.99
69 S -0.19 -1.35 -0.31
70 O 0.04 -1.60 1.10
71 O -0.74 -2.35 -1.22
72 C -1.22 0.15 -0.54
73 H -0.66 2.18 -1.13
74 H 0.25 1.62 0.22
75 H 1.69 1.47 -1.71
76 H 0.43 0.65 -2.61
77 H 2.00 -0.45 -0.12
78 H 1.82 -1.34 -1.65
79 H -1.92 0.15 0.29
80 H -1.84 0.00 -1.43
81 C -7.64 -1.06 -2.67
82 C -8.02 -2.03 -1.61
83 C -6.94 -1.93 -0.56
84 S -5.40 -1.94 -1.59
85 O -5.01 -3.38 -1.89
86 O -4.42 -1.02 -1.04
87 C -6.21 -1.26 -3.07
88 H -7.82 -0.02 -2.42
89 H -8.29 -1.17 -3.54
90 H -8.13 -3.08 -1.90
91 H -8.96 -1.69 -1.18
92 H -6.82 -2.86 0.00
93 H -7.01 -1.05 0.07
94 H -6.02 -2.00 -3.85
95 H -5.69 -0.35 -3.39
96 C -3.54 0.63 2.96
97 C -4.58 0.53 4.10
98 C -3.86 0.28 5.41
99 S -2.13 -0.28 5.04
100 O -1.91 -1.66 5.56
101 O -1.24 0.82 5.35
102 C -2.37 -0.36 3.22
103 H -3.17 1.62 2.71
104 H -3.98 0.27 2.03
105 H -5.31 -0.23 3.83
106 H -5.10 1.49 4.15
107 H -4.44 -0.54 5.83
108 H -3.75 1.12 6.10
109 H -2.62 -1.40 3.02
110 H -1.40 -0.13 2.80

Here are the Löwdin charges for atoms 1 to 8, given in e:
1 C 0.04
2 N -0.41
3 O 0.07
4 O 0.02
5 H 0.11
6 H 0.09
7 H 0.08
8 C 0.01

2.
Computed, not measured: an isolated molecule of C5H6O2, with ωB97M-V/def2-TZVPD.

Electronic energy = -9372.79822 eV
Highest occupied orbital energy = -9.987 eV
Gap between HOMO and LUMO = 10.31 eV
LUMO energy = 0.33 eV
SMILES = C#C[C@H](C=O)CO

Atoms and positions in Å:
1 O -2.04 0.11 0.27
2 C -1.00 -0.84 0.18
3 C 0.08 -0.08 -0.57
4 C -0.23 1.29 -0.09
5 O -0.42 1.87 1.01
6 C 1.43 -0.46 -0.29
7 C 2.56 -0.79 -0.04
8 H -1.61 0.84 1.03
9 H -0.73 -1.21 1.17
10 H -1.41 -1.66 -0.40
11 H -0.12 -0.11 -1.65
12 H -0.08 2.12 -0.80
13 H 3.56 -1.07 0.19

Here are the Löwdin charges for atoms 1 to 8, given in e:
1 O -0.13
2 C -0.23
3 C -0.28
4 C -0.19
5 O 0.01
6 C -0.09
7 C 0.15
8 H 0.16

3.
Computed, not measured: an isolated molecule of C9H17O6P, with ωB97M-V/def2-TZVPD.

Electronic energy = -31185.24200 eV
Highest occupied orbital energy = -9.451 eV
Gap between HOMO and LUMO = 9.73 eV
LUMO energy = 0.28 eV
SMILES = CCC[P@](=O)(O)C[C@H](CCC(=O)O)C(=O)O

Atoms and positions in Å:
1 O -1.18 -4.47 0.67
2 O -1.18 -1.01 -3.92
3 O 1.24 -0.69 0.87
4 O 0.62 -3.24 1.24
5 O -2.47 0.66 -3.23
6 O 2.67 0.93 -0.10
7 C -0.63 -3.39 0.80
8 C -1.51 -0.25 -3.04
9 C 1.43 2.25 3.00
10 C -1.38 -2.18 0.26
11 C -0.94 -1.85 -1.18
12 C 0.95 2.85 1.69
13 C -0.96 -0.37 -1.57
14 C 0.10 1.81 0.86
15 C 0.45 0.27 -1.52
16 P 1.14 0.57 0.06
17 H 0.86 -2.28 1.19
18 H -2.75 0.57 -4.17
19 H 3.09 0.30 0.53
20 H 2.06 2.94 3.52
21 H 1.91 1.28 2.89
22 H 0.58 2.06 3.67
23 H -2.47 -2.34 0.30
24 H -1.13 -1.35 0.92
25 H -1.61 -2.44 -1.82
26 H 0.06 -2.24 -1.41
27 H 0.35 3.73 1.90
28 H 1.83 3.12 1.11
29 H -1.63 0.16 -0.87
30 H -0.37 2.34 0.04
31 H -0.71 1.35 1.45
32 H 0.39 1.23 -2.07
33 H 1.18 -0.32 -2.06

Here are the Löwdin charges for atoms 1 to 8, given in e:
1 O 0.08
2 O 0.11
3 O -0.32
4 O 0.11
5 O 0.11
6 O -0.12
7 C -0.54
8 C -0.49

4.
Computed, not measured: an isolated ion of composition C25H47ClFN5O3PS and charge +1, with ωB97M-V/def2-TZVPD.

Electronic energy = -75617.70156 eV
Total charge = +1
Highest occupied orbital energy = -11.047 eV
Gap between HOMO and LUMO = 6.80 eV
LUMO energy = -4.25 eV
SMILES = [H]/N=C/C[N+]1=C(N(COCCOCC)[C@@H](Cl)CC)N(CC#C)[C@@]([PH2]=N)([C@H](C)F)[C@@]1(CCCS)CCOCC

Atoms and positions in Å:
1 C 3.58 1.28 0.71
2 C 2.64 0.60 -0.12
3 C 1.95 -0.41 -1.26
4 N 0.53 -0.64 -0.96
5 C -0.38 0.39 -0.37
6 N -0.88 1.48 -1.09
7 C -0.40 1.61 -2.52
8 O -1.13 2.51 -3.40
9 C -0.32 3.61 -3.94
10 C -0.94 3.92 -5.46
11 O 0.12 3.62 -6.44
12 C -0.25 2.53 -7.35
13 C 1.12 1.81 -7.97
14 C -1.87 2.42 -0.49
15 Cl -1.42 4.25 -0.69
16 C -3.39 2.26 -1.19
17 C -4.59 2.12 -0.08
18 N -0.59 -0.15 0.99
19 C -0.73 0.66 2.22
20 C 0.13 2.07 2.27
21 N -0.46 3.15 2.90
22 C -0.16 -1.63 1.12
23 C -1.38 -2.22 2.01
24 C -1.83 -3.76 1.78
25 C -0.94 -4.91 2.55
26 S -0.93 -4.69 4.45
27 C 1.26 -2.05 1.76
28 C 1.71 -1.46 3.20
29 O 1.12 -2.10 4.39
30 C 1.14 -1.14 5.54
31 C 0.47 -1.78 6.91
32 C -0.06 -1.94 -0.50
33 P -1.87 -1.70 -1.19
34 N -2.61 -3.05 -1.64
35 C 0.32 -3.37 -1.12
36 C 1.80 -4.01 -0.88
37 F 0.22 -3.23 -2.63
38 H 4.14 2.13 1.33
39 H 2.63 -1.34 -1.45
40 H 2.01 0.22 -2.27
41 H 0.74 1.97 -2.45
42 H -0.34 0.57 -3.11
43 H 0.81 3.36 -4.11
44 H -0.47 4.64 -3.35
45 H -1.95 3.31 -5.64
46 H -1.19 5.06 -5.55
47 H -0.84 2.98 -8.28
48 H -0.85 1.65 -6.83
49 H 1.91 2.60 -8.38
50 H 0.84 1.07 -8.86
51 H 1.70 1.18 -7.16
52 H -2.11 2.34 0.64
53 H -3.64 3.13 -1.93
54 H -3.44 1.26 -1.84
55 H -5.27 1.16 -0.28
56 H -4.24 2.07 1.03
57 H -5.35 3.04 -0.16
58 H -1.87 0.99 2.31
59 H -0.52 0.12 3.25
60 H 1.21 2.22 1.85
61 H 0.24 3.93 2.84
62 H -1.18 -2.10 3.18
63 H -2.37 -1.56 1.84
64 H -1.94 -4.12 0.67
65 H -2.92 -3.86 2.24
66 H 0.13 -5.09 2.11
67 H -1.53 -5.93 2.39
68 H 0.32 -5.30 4.81
69 H 1.23 -3.23 1.89
70 H 2.21 -1.88 1.05
71 H 1.61 -0.30 3.35
72 H 2.89 -1.67 3.29
73 H 2.29 -0.84 5.69
74 H 0.53 -0.15 5.29
75 H 0.13 -2.91 6.78
76 H 1.20 -1.61 7.82
77 H -0.52 -1.17 7.14
78 H -1.82 -0.86 -2.40
79 H -2.74 -1.05 -0.24
80 H -3.49 -3.13 -1.08
81 H -0.43 -4.27 -0.88
82 H 2.64 -3.30 -0.53
83 H 1.68 -4.84 -0.03
84 H 2.07 -4.63 -1.86

Here are the Löwdin charges for atoms 1 to 8, given in e:
1 C 0.08
2 C -0.05
3 C -0.14
4 N -0.11
5 C -0.14
6 N 0.01
7 C -0.16
8 O -0.19

5.
Computed, not measured: a 9-piece molecular cluster, C9H27N9O18 overall, with ωB97M-V/def2-TZVPD.

Electronic energy = -60009.19224 eV
Highest occupied orbital energy = -10.943 eV
Gap between HOMO and LUMO = 10.54 eV
LUMO energy = -0.40 eV
SMILES = C[N+](=O)[O-].C[N+](=O)[O-].C[N+](=O)[O-].C[N+](=O)[O-].C[N+](=O)[O-].C[N+](=O)[O-].C[N+](=O)[O-].C[N+](=O)[O-].C[N+](=O)[O-]

Atoms and positions in Å:
1 C -1.24 -0.26 -6.27
2 N -1.44 0.95 -5.43
3 O -1.72 0.84 -4.24
4 O -1.32 2.01 -6.02
5 H -1.80 -1.12 -5.89
6 H -0.20 -0.49 -6.50
7 H -1.73 -0.04 -7.22
8 C 0.34 0.99 1.00
9 N -0.84 0.75 1.90
10 O -1.39 1.70 2.48
11 O -1.29 -0.36 2.02
12 H 1.05 0.28 1.40
13 H 0.68 2.03 1.07
14 H 0.00 0.76 -0.01
15 C -4.24 -2.06 -1.14
16 N -3.23 -3.16 -0.99
17 O -2.28 -3.12 -1.79
18 O -3.52 -4.00 -0.15
19 H -4.55 -2.07 -2.18
20 H -3.87 -1.05 -0.94
21 H -5.12 -2.22 -0.52
22 C 3.75 3.85 -2.19
23 N 4.72 4.48 -3.15
24 O 4.70 4.01 -4.29
25 O 5.57 5.28 -2.79
26 H 3.45 2.93 -2.69
27 H 2.89 4.52 -2.23
28 H 4.25 3.59 -1.26
29 C -1.27 7.45 1.65
30 N 0.05 6.98 2.18
31 O 0.19 7.04 3.40
32 O 0.98 6.76 1.44
33 H -1.60 6.71 0.92
34 H -1.27 8.45 1.21
35 H -2.02 7.39 2.45
36 C 5.84 -2.90 3.41
37 N 5.52 -1.57 4.04
38 O 4.34 -1.23 3.95
39 O 6.45 -0.85 4.36
40 H 5.92 -2.70 2.35
41 H 5.08 -3.62 3.72
42 H 6.78 -3.16 3.89
43 C 2.71 -4.37 -3.05
44 N 2.96 -3.38 -1.91
45 O 3.07 -3.77 -0.75
46 O 2.83 -2.17 -2.19
47 H 2.02 -3.88 -3.74
48 H 2.19 -5.21 -2.58
49 H 3.63 -4.70 -3.53
50 C 0.11 -6.38 2.90
51 N -0.55 -7.69 3.10
52 O -1.55 -7.70 3.77
53 O -0.10 -8.58 2.38
54 H 0.49 -6.36 1.89
55 H 0.96 -6.26 3.57
56 H -0.51 -5.49 3.01
57 C -6.50 3.12 2.93
58 N -6.23 3.24 1.50
59 O -5.71 4.29 1.03
60 O -6.66 2.29 0.82
61 H -5.58 2.77 3.39
62 H -7.36 2.46 3.04
63 H -6.84 4.02 3.46

Here are the Löwdin charges for atoms 1 to 8, given in e:
1 C 0.03
2 N -0.44
3 O 0.05
4 O 0.06
5 H 0.09
6 H 0.10
7 H 0.09
8 C 0.06

6.
Computed, not measured: a 5-piece molecular cluster, C19H45O10P2S4 overall, with ωB97M-V/def2-TZVPD.

Electronic energy = -102822.92644 eV
Total charge = -1
Highest occupied orbital energy = -3.514 eV
Gap between HOMO and LUMO = 5.10 eV
LUMO energy = 1.58 eV

Atoms and positions in Å:
1 C -0.83 0.66 2.37
2 C -2.21 1.24 2.65
3 O -3.00 1.06 1.49
4 C -4.09 1.95 1.31
5 P -5.65 1.53 2.33
6 P -5.19 -0.78 1.93
7 O -6.33 -1.76 2.17
8 H -0.83 -0.42 2.57
9 H -0.57 0.83 1.33
10 H -0.06 1.12 3.00
11 H -2.66 0.73 3.50
12 H -2.15 2.31 2.91
13 H -4.38 1.85 0.26
14 H -3.78 2.99 1.51
15 H -6.47 1.51 1.08
16 H -6.79 1.04 3.07
17 H -4.80 1.47 3.56
18 H -5.98 2.93 2.58
19 H -4.64 -0.98 0.63
20 H -4.08 -1.16 2.74
21 C -4.03 -5.88 4.45
22 C -5.25 -5.01 4.11
23 C -4.75 -3.59 3.82
24 S -3.07 -3.79 3.19
25 O -2.12 -3.21 4.12
26 O -3.04 -3.44 1.80
27 C -2.99 -5.58 3.38
28 H -4.28 -6.94 4.48
29 H -3.64 -5.60 5.44
30 H -5.75 -5.41 3.23
31 H -5.98 -5.00 4.92
32 H -5.33 -3.05 3.06
33 H -4.67 -2.99 4.72
34 H -1.97 -5.85 3.64
35 H -3.26 -6.01 2.42
36 C 2.01 0.52 -3.00
37 C 2.49 -0.29 -1.79
38 C 2.91 0.71 -0.71
39 S 1.91 2.18 -0.97
40 O 2.78 3.28 -1.33
41 O 0.97 2.34 0.11
42 C 1.07 1.59 -2.44
43 H 1.50 -0.11 -3.73
44 H 2.86 1.00 -3.50
45 H 1.68 -0.92 -1.42
46 H 3.31 -0.95 -2.06
47 H 2.72 0.36 0.30
48 H 3.95 1.02 -0.81
49 H 0.90 2.44 -3.09
50 H 0.12 1.17 -2.11
51 C 5.20 -5.75 -2.00
52 C 4.20 -6.33 -3.01
53 C 2.99 -5.39 -3.04
54 S 3.62 -3.75 -2.60
55 O 3.04 -3.38 -1.33
56 O 3.55 -2.86 -3.73
57 C 5.31 -4.27 -2.32
58 H 6.17 -6.24 -2.06
59 H 4.82 -5.88 -0.98
60 H 4.66 -6.37 -4.00
61 H 3.89 -7.34 -2.75
62 H 2.52 -5.31 -4.02
63 H 2.24 -5.64 -2.29
64 H 5.71 -3.66 -1.51
65 H 5.86 -4.09 -3.24
66 C 2.05 7.32 -1.19
67 C 3.21 6.58 -1.86
68 C 3.24 7.00 -3.33
69 S 2.56 8.67 -3.38
70 O 1.33 8.65 -4.13
71 O 3.58 9.62 -3.72
72 C 2.16 8.77 -1.63
73 H 2.08 7.23 -0.10
74 H 1.10 6.90 -1.53
75 H 4.15 6.86 -1.38
76 H 3.11 5.50 -1.76
77 H 4.24 7.05 -3.75
78 H 2.60 6.38 -3.95
79 H 1.26 9.36 -1.52
80 H 3.00 9.28 -1.15

Here are the Löwdin charges for atoms 1 to 8, given in e:
1 C -0.07
2 C -0.31
3 O -0.29
4 C -0.46
5 P 0.22
6 P 0.59
7 O -0.60
8 H 0.07

7.
Computed, not measured: a 2-piece molecular cluster, C5H9NO overall, with ωB97M-V/def2-TZVPD.

Electronic energy = -8864.86234 eV
Highest occupied orbital energy = -7.586 eV
Gap between HOMO and LUMO = 8.31 eV
LUMO energy = 0.73 eV

Atoms and positions in Å:
1 C 1.52 0.77 0.07
2 C 0.18 0.05 0.22
3 C 0.19 -1.16 1.11
4 C -1.10 0.97 0.15
5 N -1.39 0.38 -1.18
6 C -0.40 -0.51 -1.10
7 O -0.20 -1.59 -1.67
8 H 2.32 0.04 -0.12
9 H 1.77 1.31 1.00
10 H 1.50 1.48 -0.76
11 H 1.05 -1.25 1.79
12 H 0.41 -2.11 -0.54
13 H -0.76 -1.35 1.65
14 H -1.86 0.69 0.88
15 H -0.95 2.05 0.11
16 H -2.29 0.22 -1.62

Here are the Löwdin charges for atoms 1 to 8, given in e:
1 C -0.04
2 C -0.50
3 C -0.06
4 C -0.07
5 N 0.14
6 C -0.46
7 O 0.05
8 H 0.08

8.
Computed, not measured: a 2-piece molecular cluster, C5H10N2O overall, with ωB97M-V/def2-TZVPD.

Electronic energy = -10373.22453 eV
Highest occupied orbital energy = -7.686 eV
Gap between HOMO and LUMO = 8.68 eV
LUMO energy = 1.00 eV

Atoms and positions in Å:
1 C 0.52 -1.54 0.76
2 C 1.86 0.41 -0.18
3 C -1.10 -0.39 -1.63
4 C -0.61 0.61 0.10
5 C 0.53 -0.12 0.28
6 N -1.96 0.05 0.36
7 N -0.62 1.98 -0.13
8 O -1.10 -1.55 -1.79
9 H -2.00 -0.79 0.93
10 H -2.60 0.77 0.65
11 H -1.37 2.31 -0.72
12 H 0.26 2.37 -0.43
13 H 2.35 0.95 0.64
14 H -0.27 -1.73 1.50
15 H 1.48 -1.79 1.22
16 H 0.35 -2.23 -0.07
17 H 1.77 1.09 -1.03
18 H 2.52 -0.41 -0.49

Here are the Löwdin charges for atoms 1 to 8, given in e:
1 C -0.06
2 C -0.06
3 C -0.03
4 C -0.52
5 C -0.33
6 N 0.07
7 N 0.12
8 O 0.02